Entry 1:
ORCA calculation (ωB97M-V/def2-TZVPD) on the ion C5H8NO with charge -1 at a distorted geometry.

Geometry (Å):
1 C -1.759 -0.096 0.091
2 C -0.748 0.838 -0.134
3 C -1.709 -1.519 -0.009
4 C 0.604 0.232 -0.330
5 C 1.726 1.177 0.226
6 N 0.721 -1.005 0.396
7 O 1.597 -1.851 -0.009
8 H -2.713 0.146 0.601
9 H -0.828 1.862 -0.053
10 H -2.407 -2.068 0.465
11 H -1.116 -1.975 -0.758
12 H 0.745 0.055 -1.555
13 H 2.467 0.648 0.756
14 H 1.203 1.795 0.946
15 H 2.217 1.762 -0.635

E_tot: -325.1441 a.u.
total charge: -1
multiplicity: 1
gap between HOMO and LUMO (alpha / beta): 0.212 / 0.232 hartree

Entry 2:
ORCA calculation (ωB97M-V/def2-TZVPD) on the ion C5H8NO with charge -1 at a distorted geometry.

Geometry (Å):
1 C -0.090 -1.729 -0.118
2 C -0.857 -0.764 -0.520
3 C 1.207 -1.205 0.431
4 C -0.170 0.633 -0.422
5 C -0.988 1.654 0.287
6 N 1.018 0.394 0.524
7 O 2.081 0.999 -0.266
8 H -0.431 -2.818 0.007
9 H -1.845 -0.818 -0.994
10 H 1.240 -1.548 1.437
11 H 2.087 -1.302 -0.292
12 H 0.165 1.125 -1.327
13 H -0.670 1.460 1.297
14 H -2.020 1.347 0.109
15 H -0.727 2.571 -0.152

E_tot: -325.1760 a.u.
total charge: -1
multiplicity: 1
gap between HOMO and LUMO: 0.217 hartree
SMILES string: C[C@@H]1C=CCN1[O-]